No. 1
Computed, not measured: C15H12N3O8RuS8Sb as an isolated structure in a non-equilibrium geometry, with ωB97M-V/def2-TZVPD.

Calculated values
total energy	-132403.220	eV
orbital gap (alpha / beta)	0.159 / 0.159	Eh
strongest force on any atom	2.92	eV Å⁻¹
highest occupied orbital energy (alpha / beta)	-1.764 / -1.765	eV

```
! RIJCOSX wB97M-V def2-TZVPD def2/J DEFGRID3
* xyz -2 1
Sb -1.19 3.44 0.06
Ru 1.29 -0.26 0.95
S -3.00 -1.66 0.83
S 2.50 -2.77 0.94
S 1.12 2.41 0.59
S 0.48 1.49 2.24
S -1.39 3.77 -2.23
S -1.11 5.58 0.93
S 4.11 0.17 0.88
S -3.40 1.38 1.29
O 3.15 0.07 2.00
O 2.30 -4.18 0.63
O 3.43 0.37 -0.39
O -3.26 2.59 2.05
O 1.83 -2.36 2.17
O 2.20 -1.91 -0.20
O 5.17 1.12 1.15
O -4.20 0.33 1.90
N -0.56 -0.95 0.32
N -5.45 2.91 -4.06
N -1.94 0.84 0.87
C -4.15 1.83 -0.26
C -1.85 -2.84 0.28
C -4.74 1.22 -2.50
C 4.30 -2.63 1.10
C 6.34 -1.41 0.84
C 4.95 -1.43 0.91
C -4.93 3.50 -1.78
C -5.02 2.55 -2.79
C -4.49 3.14 -0.52
C 5.02 -3.81 1.22
C 7.06 -2.59 0.95
C 6.40 -3.79 1.15
C -0.64 -2.29 0.07
C -1.73 -0.43 0.68
C -4.30 0.86 -1.24
H -5.16 4.53 -2.00
H -4.06 -0.16 -1.01
H 0.23 -2.82 -0.27
H 6.82 -0.46 0.70
H 8.14 -2.57 0.88
H -5.13 2.28 -4.78
H -4.83 0.47 -3.27
H 4.47 -4.72 1.35
H -4.36 3.87 0.26
H 6.96 -4.71 1.24
H -2.14 -3.87 0.16
H -5.24 3.88 -4.28
*
```

These are the natural (NBO) partial charges, in e, on atoms 1 to 8: Sb 1.253; Ru 0.645; S 0.336; S 2.400; S -0.099; S -0.088; S -0.812; S -0.755

No. 2
Computed, not measured: a single C6H7N molecule in a non-equilibrium geometry, with ωB97M-V/def2-TZVPD.

Calculated values
total energy	-7815.634	eV
⟨S²⟩	2.02
orbital gap (alpha / beta)	0.144 / 0.186	Eh
strongest force on any atom	5.59	eV Å⁻¹
highest occupied orbital energy (alpha / beta)	-3.784 / -8.814	eV

```
! RIJCOSX wB97M-V def2-TZVPD def2/J DEFGRID3
* xyz 0 3
N 2.78 0.02 0.79
C 0.27 1.15 0.04
C -0.64 -0.01 0.18
C -2.00 -0.11 0.29
C 0.45 -1.10 0.11
C 1.48 0.00 0.07
C 2.81 0.13 -0.46
H 0.60 -1.55 1.06
H -2.65 0.73 0.21
H 0.29 -1.86 -0.72
H 0.47 1.63 -0.92
H 3.48 0.44 -1.32
H 0.14 1.87 0.73
H -2.37 -1.02 0.29
*
```

These are the natural (NBO) partial charges, in e, on atoms 1 to 8: N -0.371; C -0.440; C 0.068; C -0.300; C -0.478; C 0.083; C -0.108; H 0.265

No. 3
Computed, not measured: a 13-piece molecular cluster, H26O13 overall in a non-equilibrium geometry, with ωB97M-V/def2-TZVPD.

Calculated values
total energy	-27039.296	eV
orbital gap	0.350	Eh
strongest force on any atom	2.58	eV Å⁻¹
highest occupied orbital energy	-10.092	eV

```
! RIJCOSX wB97M-V def2-TZVPD def2/J DEFGRID3
* xyz 0 1
O 11.84 3.36 9.33
O 14.68 2.31 6.86
O 14.80 3.67 9.44
O 15.68 -2.39 7.25
O 13.71 1.78 12.36
O 16.85 -0.03 8.20
O 16.54 2.22 11.20
O 11.77 1.75 7.12
O 10.03 0.28 8.63
O 12.28 -1.30 9.06
O 13.92 0.79 9.05
O 11.31 0.73 11.00
O 17.79 -1.53 10.36
H 14.82 0.53 9.37
H 10.39 0.44 7.78
H 11.58 2.26 7.90
H 17.51 -1.15 11.21
H 12.85 -0.57 9.20
H 12.97 1.74 11.73
H 10.76 0.94 11.71
H 14.21 1.53 7.23
H 12.50 -1.75 9.84
H 17.53 -0.43 7.70
H 13.34 1.68 13.29
H 15.97 2.68 10.55
H 14.05 2.77 6.30
H 11.32 3.33 10.13
H 15.87 1.60 11.53
H 13.44 1.33 9.69
H 17.22 -1.05 9.72
H 11.64 -0.15 11.23
H 11.60 4.20 8.89
H 10.74 0.21 9.30
H 17.11 0.89 8.08
H 16.14 -2.42 6.42
H 14.52 3.12 8.66
H 11.30 2.08 6.32
H 15.71 -1.55 7.73
H 13.90 4.01 9.62
*
```

These are the natural (NBO) partial charges, in e, on atoms 1 to 8: O -0.961; O -0.979; O -0.980; O -0.968; O -0.971; O -0.969; O -0.967; O -0.988

No. 4
Computed, not measured: a 7-piece molecular cluster, C36H96BF4N6O12 overall in a non-equilibrium geometry, with ωB97M-V/def2-TZVPD.

Calculated values
total energy	-83878.537	eV
⟨S²⟩	0.75
orbital gap (alpha / beta)	0.286 / 0.059	Eh
strongest force on any atom	3.40	eV Å⁻¹
highest occupied orbital energy (alpha / beta)	-19.518 / -19.518	eV

```
! RIJCOSX wB97M-V def2-TZVPD def2/J DEFGRID3
* xyz 6 2
F -1.32 -0.23 0.09
F -1.04 -2.43 -0.51
F 0.55 -0.98 -0.94
F 0.07 -1.50 1.24
O 2.10 -5.53 -1.60
O -3.52 -1.65 -2.55
O -2.43 4.15 -1.29
O -5.33 6.50 -5.12
O 6.57 -5.12 -0.31
O -0.24 1.39 4.08
O 3.08 7.14 -7.20
O -3.39 -3.71 2.52
O 2.40 2.91 0.62
O -0.05 -3.75 4.73
O 1.02 2.57 -4.10
O -2.06 -5.88 9.42
N -0.61 -3.87 7.59
N -3.26 6.01 -3.17
N -3.79 -1.93 0.25
N 1.67 4.84 -5.99
N 4.14 -3.91 -0.52
N 2.49 1.40 2.94
C 3.64 8.42 -6.83
C -1.08 -3.58 9.07
C 0.42 -2.80 7.05
C -4.33 4.99 -3.58
C -3.50 -1.42 1.68
C -5.56 6.16 -6.51
C -1.59 4.18 -2.45
C 0.58 -3.92 3.44
C 0.90 -6.22 -1.57
C -2.32 -4.49 9.37
C 1.02 1.42 -3.27
C 3.79 6.06 -6.62
C 2.03 0.72 4.27
C -3.02 -6.56 10.30
C 0.93 2.36 -5.48
C 0.60 3.66 -6.20
C -2.72 -2.45 2.50
C 2.72 -3.46 -0.81
C 5.27 -3.69 -1.56
C 6.67 -3.86 -0.99
C 2.94 4.81 -6.87
C 0.56 0.23 4.26
C 2.75 1.56 0.41
C 2.07 -4.15 -1.95
C -2.29 2.91 -0.61
C 0.92 -3.41 5.72
C 7.57 -5.42 0.62
C -1.84 5.50 -3.22
C 2.86 3.78 -0.43
C -1.47 1.23 3.35
C -4.60 -0.81 -0.47
C -2.93 -4.71 3.45
C -5.56 5.71 -4.00
C 2.29 0.64 1.57
C -4.76 -1.14 -1.97
C -2.56 -0.64 -2.69
B -0.43 -1.29 -0.04
H -6.29 4.90 -4.01
H -4.09 0.15 -0.33
H -5.47 -1.96 -2.04
H 1.23 0.45 1.41
H -2.60 2.09 -1.27
H -1.34 -4.01 6.90
H -4.08 -6.34 10.17
H 1.73 -2.82 5.28
H 2.70 -0.13 4.42
H 2.00 0.95 -3.18
H -1.71 3.33 -3.13
H 4.47 -3.30 0.21
H -1.58 -0.96 -3.03
H 4.21 -4.84 -0.14
H -6.64 6.13 -6.70
H 0.80 1.77 -2.26
H 1.90 2.22 2.87
H 2.71 -4.11 -2.83
H -0.56 4.30 -2.11
H -5.15 6.75 -7.33
H -2.58 -4.39 4.43
H -2.89 -0.52 1.65
H -1.27 0.88 2.34
H 4.05 6.14 -5.57
H -2.67 -6.41 11.32
H 1.91 2.02 -5.83
H 0.40 -0.60 3.57
H 3.02 9.31 -6.95
H -5.29 5.12 -6.67
H -1.35 2.70 -0.10
H 4.61 8.50 -7.31
H -2.96 2.81 0.25
H -2.61 -4.04 10.32
H -2.09 0.55 3.92
H 0.43 3.56 -7.27
H 8.59 -5.44 0.24
H 2.32 1.08 -0.47
H 2.87 -2.39 -0.91
H 2.64 4.66 -7.91
H -4.49 -1.25 2.11
H -1.95 2.21 3.40
H -4.43 -2.70 0.43
H -2.14 -5.34 3.03
H -4.44 4.20 -2.83
H 1.08 -7.29 -1.68
H -3.74 -5.40 3.69
H 3.45 1.53 3.21
H -2.89 -0.04 -3.54
H 1.44 -4.34 5.97
H 1.07 -3.80 -2.18
H 1.87 4.91 -5.00
H -5.95 6.44 -3.29
H 5.16 -2.68 -1.95
H 0.09 1.69 -5.66
H 6.91 -3.11 -0.23
H 3.82 1.56 0.18
H -3.79 4.56 -4.42
H 1.04 -3.02 3.04
H -5.02 -0.27 -2.57
H -0.30 -4.01 2.81
H 1.24 -2.73 7.76
H 7.54 -4.82 1.53
H -3.41 6.92 -3.59
H -5.59 -0.74 -0.03
H -1.28 -2.51 9.09
H 2.88 -0.26 1.75
H -3.36 6.17 -2.18
H -3.24 -4.35 8.80
H 4.73 5.96 -7.16
H -0.21 -4.80 7.60
H -0.11 -1.85 6.94
H 2.20 1.51 5.00
H -2.90 -7.64 10.16
H 2.23 3.65 -1.31
H -1.73 -2.62 2.08
H -0.34 4.01 -5.77
H 0.36 -0.34 5.16
H 4.93 -4.34 -2.37
H 3.90 3.71 -0.75
H -1.60 5.56 -4.28
H 2.80 4.83 -0.14
H 0.47 -6.05 -0.58
H -1.29 6.31 -2.75
H 3.40 3.90 -6.49
H -2.96 -2.29 -0.20
H 0.29 0.62 -3.43
H 1.19 5.72 -6.09
H -2.40 0.01 -1.82
H 1.17 -4.81 3.22
H 2.17 -3.62 0.12
H -2.53 -2.15 3.53
H 7.31 -6.44 0.93
H -0.24 -3.86 9.71
H 0.19 -5.94 -2.34
H 3.80 8.36 -5.75
H 7.26 -3.83 -1.91
*
```

These are the Mulliken partial charges, in e, on atoms 1 to 8: F -0.224; F -0.557; F -0.213; F -0.348; O -0.349; O -0.405; O -0.484; O -0.341

No. 5
Computed, not measured: a 2-piece molecular cluster, C3H9NOSi2 overall in a non-equilibrium geometry, with ωB97M-V/def2-TZVPD.

Calculated values
total energy	-22546.697	eV
orbital gap	0.372	Eh
strongest force on any atom	3.43	eV Å⁻¹
highest occupied orbital energy	-9.388	eV

```
! RIJCOSX wB97M-V def2-TZVPD def2/J DEFGRID3
* xyz 0 1
Si 3.24 0.86 0.18
Si -2.82 0.27 0.33
O 1.79 -2.47 0.15
N -1.81 -0.82 -0.52
C 1.70 -0.13 -0.51
C 1.59 -1.34 -0.11
C -1.61 -2.07 -0.37
H 3.65 1.78 -0.74
H 0.81 0.51 -0.70
H 4.41 0.01 0.08
H 3.06 1.30 1.58
H -2.10 1.48 0.16
H -0.82 -2.55 -0.92
H -3.99 0.13 -0.61
H -2.12 -2.57 0.47
H -2.97 -0.03 1.67
*
```

These are the natural (NBO) partial charges, in e, on atoms 1 to 8: Si 0.905; Si 1.090; O -0.479; N -0.836; C -0.945; C 0.713; C 0.000; H -0.172

No. 6
Computed, not measured: an isolated ion of composition C24H33N2O5S and charge +1 in a non-equilibrium geometry, with ωB97M-V/def2-TZVPD.

Calculated values
total energy	-49468.971	eV
orbital gap	0.319	Eh
strongest force on any atom	1.50	eV Å⁻¹
highest occupied orbital energy	-11.612	eV

```
! RIJCOSX wB97M-V def2-TZVPD def2/J DEFGRID3
* xyz 1 1
S -1.73 -0.10 0.10
O -1.25 -1.23 0.84
O 4.75 0.51 -3.26
O -0.90 0.26 -1.02
O 4.42 1.45 0.24
O -1.74 1.17 1.18
N 3.09 -0.51 -0.14
N 2.74 -3.39 0.32
C -3.46 -0.13 -0.32
C -6.15 -0.06 -0.99
C 4.05 -2.80 0.18
C 1.73 -2.61 -0.36
C -5.59 -1.18 -0.39
C 4.83 1.63 -1.10
C 2.92 0.97 1.94
C -0.73 1.11 2.10
C -3.71 -2.49 0.59
C 0.82 1.88 0.37
C 4.75 0.30 -1.87
C -7.60 -0.03 -1.36
C 3.41 -0.39 -1.58
C 0.54 1.36 1.69
C -5.33 1.02 -1.25
C 1.72 1.12 2.50
C 3.12 1.03 0.46
C 2.03 1.79 -0.20
C -1.15 0.62 3.44
C -4.25 -1.25 -0.04
C -3.13 2.21 -1.22
C 4.07 -1.33 0.61
C -3.98 1.01 -0.93
C 1.76 -1.12 0.03
H 1.48 -1.04 1.09
H -5.75 1.90 -1.72
H 2.50 -3.52 1.30
H 2.22 2.27 -1.14
H 3.79 -1.27 1.66
H -3.67 2.91 -1.85
H 3.82 0.87 2.53
H 4.36 -2.92 -0.87
H 1.01 -0.58 -0.55
H -6.22 -2.04 -0.18
H -3.31 -2.28 1.57
H 2.62 0.19 -2.06
H -4.50 -3.23 0.68
H 0.74 -2.99 -0.11
H 5.07 -0.90 0.49
H 1.88 -2.73 -1.43
H 4.24 2.39 -1.61
H -2.21 1.91 -1.72
H 5.86 1.99 -1.03
H -2.14 1.01 3.67
H -8.17 -0.75 -0.78
H 1.61 1.07 3.57
H -1.22 -0.47 3.42
H 0.03 2.42 -0.13
H -0.45 0.92 4.22
H -2.91 -2.91 -0.01
H 4.76 -3.36 0.79
H -7.70 -0.28 -2.42
H -8.01 0.96 -1.22
H 5.60 0.86 -3.55
H 5.59 -0.35 -1.58
H -2.87 2.71 -0.29
H 3.43 -1.37 -2.04
*
```

These are the natural (NBO) partial charges, in e, on atoms 1 to 8: S 2.358; O -0.938; O -0.702; O -0.928; O -0.531; O -0.709; N -0.274; N -0.606

No. 7
Computed, not measured: C12H22Cl2NaO20 as an isolated structure in a non-equilibrium geometry, with ωB97M-V/def2-TZVPD.

Calculated values
total energy	-83201.997	eV
orbital gap	0.286	Eh
strongest force on any atom	1.15	eV Å⁻¹
highest occupied orbital energy	-6.220	eV

```
! RIJCOSX wB97M-V def2-TZVPD def2/J DEFGRID3
* xyz -1 1
Cl 3.73 -1.32 -2.78
Cl -1.58 -3.13 -3.13
Na 0.86 -0.65 -1.00
O 3.72 -2.63 -3.35
O -0.94 -4.39 -3.37
O -1.85 -2.46 -4.38
O -2.82 -3.34 -2.40
O -0.94 -3.88 1.70
O -0.88 2.14 -3.46
O 1.02 -3.94 2.59
O -1.04 0.09 0.60
O -3.24 -0.08 1.01
O -0.68 3.85 -2.17
O 4.92 -0.60 -3.20
O 1.69 1.33 2.71
O 1.96 0.60 0.61
O 2.56 -0.58 -3.21
O 0.18 1.90 -1.47
O -2.28 1.93 0.97
O 0.67 -2.55 0.85
O -0.73 -2.29 -2.31
O 1.98 2.78 1.07
O 3.69 -1.40 -1.33
C -0.41 2.55 -2.29
C -0.58 0.79 -3.87
C -4.25 0.81 1.50
C 1.59 -0.02 3.13
C -0.08 4.47 -1.05
C 0.28 -3.37 1.64
C 2.41 -3.66 2.59
C 2.13 3.78 2.06
C 1.88 1.50 1.39
C -3.64 2.21 1.29
C -1.84 -3.41 0.70
C -2.09 0.60 0.83
H 2.09 4.74 1.54
H -3.72 2.78 2.21
H 0.24 0.34 -3.32
H 1.89 -0.04 4.18
H -0.50 4.05 -0.13
H -2.82 -3.84 0.93
H 1.34 3.79 2.81
H -4.08 2.71 0.43
H -1.49 0.19 -3.84
H -0.31 5.53 -1.06
H 2.60 -2.77 3.19
H -1.59 -3.74 -0.31
H -1.88 -2.32 0.67
H 2.91 -4.50 3.07
H -0.35 0.84 -4.94
H -5.17 0.58 0.96
H 2.79 -3.53 1.58
H 1.00 4.32 -1.05
H -4.39 0.60 2.56
H 3.13 3.73 2.49
H 0.59 -0.40 2.97
H 2.30 -0.65 2.59
*
```

These are the natural (NBO) partial charges, in e, on atoms 1 to 8: Cl 2.545; Cl 2.550; Na 0.931; O -0.845; O -0.845; O -0.870; O -0.889; O -0.497

No. 8
Computed, not measured: C39H35CoN7 as an isolated structure in a non-equilibrium geometry, with ωB97M-V/def2-TZVPD.

Calculated values
total energy	-89064.473	eV
orbital gap (alpha / beta)	0.199 / 0.216	Eh
strongest force on any atom	1.41	eV Å⁻¹
highest occupied orbital energy (alpha / beta)	-9.756 / -9.974	eV

```
! RIJCOSX wB97M-V def2-TZVPD def2/J DEFGRID3
* xyz 1 1
Co 0.08 -0.22 -0.15
N -0.78 2.36 -0.87
N -0.11 -2.08 -0.16
N 0.03 -2.57 2.08
N 0.15 -4.29 0.53
N 2.15 0.01 -0.09
N 0.25 1.62 -0.60
N -1.91 0.34 -0.53
C 4.11 3.04 -0.71
C 1.75 3.54 -0.88
C 3.67 -3.20 0.87
C -0.07 -0.13 1.78
C 0.42 -7.65 1.97
C 0.66 -6.55 1.16
C -2.51 -3.73 -1.05
C -0.02 -2.97 0.79
C -0.54 -7.63 2.97
C 2.53 1.25 -0.38
C 3.06 3.95 -0.94
C 0.54 -1.88 -2.46
C 0.39 -2.11 -3.81
C 2.96 -2.02 0.94
C -0.04 -1.16 3.99
C -0.09 0.10 4.56
C 0.01 -2.38 4.87
C -1.43 -3.20 -1.96
C -0.12 1.24 3.77
C -0.04 -1.26 2.59
C -4.32 1.58 -1.13
C -3.06 -0.33 -0.46
C -4.28 0.24 -0.75
C -1.31 -6.49 3.15
C -0.34 -2.44 -1.52
C 1.71 -6.60 0.08
C -0.11 1.12 2.39
C -1.94 1.66 -0.86
C -0.10 -5.40 1.37
C -1.55 -3.43 -3.33
C -0.66 -2.91 -4.25
C 3.87 1.72 -0.43
C 4.45 -3.48 -0.25
C -1.10 -5.38 2.34
C 4.55 -2.55 -1.26
C 3.01 -1.09 -0.10
C -3.15 2.29 -1.19
C 3.85 -1.35 -1.19
C 1.47 2.19 -0.61
H 5.14 3.38 -0.76
H 4.68 1.04 -0.21
H 3.28 4.98 -1.17
H 2.31 -7.51 0.17
H -5.26 2.04 -1.38
H -0.13 2.02 1.79
H -3.49 -3.58 -1.51
H 4.99 -4.42 -0.32
H 0.41 -4.50 -0.42
H -2.08 -6.46 3.90
H 1.26 -6.60 -0.91
H 0.91 -2.97 4.69
H 2.36 -1.78 1.81
H 0.21 -3.30 2.75
H -0.11 0.20 5.64
H -0.78 -3.12 -5.31
H 1.00 -8.55 1.81
H 1.09 -1.68 -4.52
H 3.91 -0.63 -2.00
H -2.50 -3.25 -0.08
H 1.39 -1.31 -2.11
H 0.93 4.22 -1.04
H -1.74 -4.52 2.45
H -2.39 -4.01 -3.68
H -3.11 3.33 -1.49
H 5.18 -2.75 -2.12
H 3.64 -3.90 1.69
H -2.99 -1.37 -0.15
H 0.02 -2.09 5.91
H -0.69 -8.50 3.59
H 2.39 -5.74 0.15
H -5.18 -0.35 -0.67
H -0.15 2.22 4.22
H -0.86 -3.02 4.72
H -2.40 -4.81 -0.90
*
```

These are the Mulliken partial charges, in e, on atoms 1 to 8: Co -1.246; N -1.715; N 0.934; N 0.793; N 0.803; N 0.557; N 1.842; N 0.135